[1]
A single C5H3I molecule at a distorted geometry, computed with ωB97M-V/def2-TZVPD.

Atoms and positions in Å:
C (-0.580, -1.430, -0.345)
C (-1.007, 0.173, 0.144)
C (0.271, -0.429, -0.061)
C (-2.194, 0.041, 0.178)
C (1.651, 0.134, -0.091)
I (-4.184, 0.360, 0.160)
H (2.397, -0.225, -0.727)
H (2.011, 0.056, 1.019)
H (1.636, 1.320, -0.276)

maximum force: 5.1 eV/Å
E_LUMO: -0.034 eV
HOMO level: -8.5 eV
charge: 0

Results of the Mulliken charge analysis, in e, for atoms 1 through 2: -0.56, 0.66

***

[2]
2 unconnected molecules or ions with the total composition C5H3N at a distorted geometry, computed with ωB97M-V/def2-TZVPD.

Atoms and positions in Å:
C (0.683, -1.530, 2.285)
C (0.599, -1.430, 1.101)
C (0.411, 0.809, -1.450)
C (-0.853, 1.203, -1.055)
C (-0.365, -0.355, -1.091)
N (-1.589, -0.069, -1.413)
H (0.878, -1.746, 3.353)
H (1.393, 1.307, -1.413)
H (-1.156, 1.811, -0.316)

maximum force: 4.6 eV/Å
E_LUMO (alpha / beta): -1.800 / -1.919 eV
HOMO level (alpha / beta): -9.6 / -9.6 eV
charge: 0

Results of the Mulliken charge analysis, in e, for atoms 1 through 2: -0.13, -0.47

***

[3]
A single C5H3N molecule at a distorted geometry, computed with ωB97M-V/def2-TZVPD.

Atoms and positions in Å:
C (-0.037, 0.084, 0.088)
C (1.259, 0.301, -0.302)
C (0.187, -1.149, -1.796)
C (-0.663, -0.827, -0.789)
C (1.648, -0.372, -1.471)
N (1.171, -1.150, -2.585)
H (-0.380, 0.685, 0.945)
H (1.784, 1.007, 0.119)
H (-1.621, -1.297, -0.687)

maximum force: 5.1 eV/Å
E_LUMO (alpha / beta): 0.864 / -1.781 eV
HOMO level (alpha / beta): -6.3 / -9.4 eV
<S²>: 2.0398
multiplicity: 3
charge: 0

Results of the Mulliken charge analysis, in e, for atoms 1 through 2: -0.18, -0.55

***

[4]
A gas-phase ion, C5H3N2O2 (charge +1) at a distorted geometry, computed with ωB97M-V/def2-TZVPD.

Atoms and positions in Å:
C (-0.677, 1.009, 0.233)
C (0.740, -0.529, -1.244)
C (0.614, -1.752, -0.824)
C (-0.312, 1.575, -1.052)
C (-0.133, -0.630, 2.056)
N (0.607, 0.609, -1.610)
N (-0.424, 0.003, 0.816)
O (0.547, -2.889, -0.837)
O (0.603, -0.189, 2.857)
H (-1.071, 1.898, -1.899)
H (0.352, 2.333, -0.750)
H (-0.845, -1.438, 2.255)

maximum force: 2.7 eV/Å
E_LUMO (alpha / beta): -6.649 / -6.650 eV
HOMO level (alpha / beta): -13.9 / -13.9 eV
charge: +1

Results of the Mulliken charge analysis, in e, for atoms 1 through 2: 0.29, 0.48

***

[5]
2 unconnected molecules or ions with the total composition C5H3N3O at a distorted geometry, computed with ωB97M-V/def2-TZVPD.

Atoms and positions in Å:
C (-0.905, 1.226, 1.087)
C (-1.757, 0.095, -0.850)
C (1.309, -1.502, 0.012)
C (-0.946, 0.085, 0.242)
C (0.936, -0.259, -0.546)
N (-0.842, 2.078, 1.865)
N (-2.573, 0.206, -1.653)
N (1.487, -2.495, 0.504)
O (1.541, 0.918, -0.313)
H (-0.905, -0.941, 0.739)
H (0.544, -0.293, -1.564)
H (2.111, 0.884, 0.477)

maximum force: 5.6 eV/Å
E_LUMO: -1.279 eV
HOMO level: -10.3 eV
charge: 0

Results of the Mulliken charge analysis, in e, for atoms 1 through 2: 0.23, 0.33

***

[6]
A single C5H3NO molecule at a distorted geometry, computed with ωB97M-V/def2-TZVPD.

Atoms and positions in Å:
O (-0.817, -0.659, 0.708)
C (0.260, 0.169, 0.653)
C (0.726, 0.208, -0.619)
C (-0.186, -0.527, -1.481)
C (-1.080, -1.050, -0.548)
C (0.668, 0.850, 1.824)
N (1.057, 1.444, 2.738)
H (1.597, 0.719, -1.008)
H (-0.331, 0.615, -1.661)
H (-1.894, -1.768, -0.605)

maximum force: 2.6 eV/Å
E_LUMO (alpha / beta): -0.285 / -0.284 eV
HOMO level (alpha / beta): -9.5 / -9.5 eV
charge: 0

Results of the Mulliken charge analysis, in e, for atoms 1 through 2: -0.26, 0.25

***

[7]
A single C5H3NO molecule at a distorted geometry, computed with ωB97M-V/def2-TZVPD.

Atoms and positions in Å:
C (0.247, -0.006, -2.962)
C (0.062, 0.056, -1.798)
C (-0.132, 0.065, -0.391)
C (-0.513, -0.514, 1.747)
C (0.188, 0.622, 1.612)
H (0.416, -0.254, -3.969)
H (-0.662, -1.299, 2.566)
H (0.561, 1.331, 2.426)
N (-0.727, -0.857, 0.380)
O (0.560, 0.855, 0.390)

maximum force: 5.8 eV/Å
E_LUMO: 0.785 eV
HOMO level: -9.2 eV
charge: 0

Results of the Mulliken charge analysis, in e, for atoms 1 through 2: 0.45, -0.63

***

[8]
A single C5H3NO molecule at a distorted geometry, computed with ωB97M-V/def2-TZVPD.

Atoms and positions in Å:
C (1.690, 0.218, 0.390)
C (1.279, -0.456, 1.390)
C (0.018, -0.220, 0.516)
C (-0.500, 0.977, 0.082)
O (-1.421, 0.780, -0.858)
N (-1.602, -0.580, -1.029)
C (-0.774, -1.168, -0.221)
H (1.695, 0.975, -0.375)
H (-0.336, 1.994, 0.418)
H (-0.790, -2.249, -0.146)

maximum force: 1.4 eV/Å
E_LUMO: 0.500 eV
HOMO level: -9.4 eV
charge: 0

Results of the Mulliken charge analysis, in e, for atoms 1 through 2: -0.06, -0.79

***

[9]
A single C5H3NO molecule at a distorted geometry, computed with ωB97M-V/def2-TZVPD.

Atoms and positions in Å:
C (2.058, -1.295, 1.652)
C (1.286, -0.669, 0.942)
C (0.305, -0.100, 0.066)
C (-0.500, -0.727, -0.854)
C (-1.294, 1.249, -0.598)
H (2.791, -1.658, 2.251)
H (-0.588, -1.740, -1.143)
H (-1.769, 2.196, -0.636)
N (-1.485, 0.106, -1.296)
O (-0.146, 1.213, 0.170)

maximum force: 4.6 eV/Å
E_LUMO: 0.538 eV
HOMO level: -9.0 eV
charge: 0

Results of the Mulliken charge analysis, in e, for atoms 1 through 2: 0.03, -0.51

***

[10]
A single C5H3NO molecule at a distorted geometry, computed with ωB97M-V/def2-TZVPD.

Atoms and positions in Å:
N (3.156, -0.511, 0.032)
C (2.023, -0.290, -0.066)
C (0.624, -0.017, -0.072)
C (0.059, 1.196, 0.188)
O (-1.278, 1.085, 0.214)
C (-1.582, -0.218, -0.025)
C (-0.461, -0.948, -0.218)
H (0.478, 2.173, 0.373)
H (-2.629, -0.464, 0.008)
H (-0.389, -2.004, -0.435)

maximum force: 1.1 eV/Å
E_LUMO: 0.785 eV
HOMO level: -9.7 eV
charge: 0

Results of the Mulliken charge analysis, in e, for atoms 1 through 2: -0.45, 0.11

***

Calculated E_tot (eV), listed in the same order as above: -13327.384, -6712.401, -6716.081, -12295.157, -11747.672, -8766.670, -8767.594, -8764.605, -8768.225, -8769.989